[1]
{
  "formula": "C36H37CdF3O3P2S",
  "method": "ωB97M-V/def2-TZVPD",
  "species": ["Cd", "C", "C", "C", "C", "C", "C", "C", "C", "C", "H", "H", "H", "H", "H", "H", "H", "H", "H", "H", "H", "H", "H", "H", "H", "P", "P", "C", "C", "C", "C", "C", "C", "C", "C", "C", "C", "C", "C", "C", "C", "C", "C", "C", "C", "C", "C", "C", "C", "C", "C", "C", "C", "H", "H", "H", "H", "H", "H", "H", "H", "H", "H", "H", "H", "H", "H", "H", "H", "H", "H", "H", "H", "H", "H", "F", "C", "F", "F", "S", "O", "O", "O"],
  "xyz": [[1.8486, 2.3546, 5.1820], [2.2182, -2.0695, 6.1790], [2.2163, -1.9804, 4.8426], [1.4283, -2.7986, 3.8608], [0.0676, -2.1991, 3.4033], [-0.7614, -1.5336, 4.4635], [-0.7774, -1.8664, 5.7585], [-0.1316, -3.0928, 6.3481], [1.2435, -2.8461, 7.0084], [-0.2448, 2.1987, 5.2230], [3.0146, -1.5887, 6.7526], [2.8657, -1.2411, 4.3744], [1.2683, -3.8182, 4.2383], [2.0467, -2.8955, 2.9506], [0.2602, -1.4658, 2.6032], [-0.5165, -2.9994, 2.9129], [-1.4228, -0.7440, 4.0926], [-1.3364, -1.2545, 6.4762], [-0.0306, -3.8730, 5.5852], [-0.8155, -3.4758, 7.1196], [1.1003, -2.3084, 7.9531], [1.6877, -3.8152, 7.2840], [-0.6401, 2.7031, 6.1076], [-0.4628, 1.1300, 5.2559], [-0.6108, 2.6588, 4.2958], [1.2068, 0.9755, -4.1385], [-2.0975, 1.3942, -3.7965], [-0.0032, -0.3190, -4.5311], [-1.3431, -0.1486, -4.3734], [2.4421, 0.7529, -5.4855], [2.6237, -0.4443, -6.1940], [3.6118, -0.5302, -7.1853], [4.4211, 0.5733, -7.4702], [4.2283, 1.7745, -6.7783], [3.2349, 1.8733, -5.8075], [2.0551, 0.2158, -2.6811], [1.3323, 0.1429, -1.4733], [1.8964, -0.4822, -0.3620], [3.1769, -1.0471, -0.4481], [3.9093, -0.9438, -1.6368], [3.3590, -0.2922, -2.7441], [-3.3586, 1.5729, -5.1510], [-2.8792, 1.9051, -6.4345], [-3.7498, 1.9347, -7.5232], [-5.1088, 1.6403, -7.3445], [-5.5958, 1.3511, -6.0649], [-4.7279, 1.3412, -4.9674], [-3.1313, 0.7911, -2.3983], [-3.5741, 1.7579, -1.4737], [-4.4321, 1.3934, -0.4393], [-4.8391, 0.0609, -0.3003], [-4.3643, -0.9094, -1.1869], [-3.4874, -0.5525, -2.2206], [0.3948, -1.2820, -4.8673], [-2.0503, -0.9333, -4.6740], [2.0094, -1.3202, -5.9833], [3.7434, -1.4680, -7.7293], [5.1989, 0.4950, -8.2358], [4.8572, 2.6349, -7.0009], [3.0668, 2.8146, -5.2824], [0.3298, 0.5712, -1.4199], [1.3415, -0.5305, 0.5763], [3.6064, -1.5644, 0.4135], [4.9129, -1.3695, -1.7071], [3.9456, -0.1953, -3.6612], [-1.8167, 2.1190, -6.5732], [-3.3716, 2.1850, -8.5171], [-5.7865, 1.6412, -8.2018], [-6.6540, 1.1306, -5.9167], [-5.1220, 1.1302, -3.9720], [-3.2451, 2.7931, -1.5823], [-4.7903, 2.1475, 0.2603], [-5.5242, -0.2237, 0.5037], [-4.6719, -1.9516, -1.0812], [-3.0944, -1.3229, -2.8843], [2.1368, 2.4903, 10.1616], [1.5441, 2.4166, 8.9511], [0.2053, 2.4515, 9.1493], [1.8763, 3.5416, 8.2377], [2.0576, 0.8643, 8.0138], [2.8786, 1.3833, 6.8492], [2.9007, 0.1209, 8.9190], [0.8002, 0.2695, 7.5933]],
  "energy_ev": -86200.808,
  "fmax_ev_per_a": 1.36,
  "homo_lumo_gap_ev": 6.040,
  "relative_energy_ev": 0.000,
  "lumo_energy_ev": -1.904
}

[2]
{
  "formula": "C36H37ClF7N6O5PS2",
  "method": "ωB97M-V/def2-TZVPD",
  "species": ["H", "N", "C", "C", "C", "S", "O", "O", "C", "F", "F", "C", "F", "F", "C", "F", "F", "F", "O", "C", "O", "O", "C", "C", "C", "C", "Cl", "P", "S", "H", "H", "H", "H", "H", "H", "H", "H", "H", "H", "H", "C", "C", "C", "N", "C", "C", "H", "H", "H", "H", "H", "C", "C", "C", "N", "C", "C", "H", "H", "H", "H", "H", "C", "C", "C", "N", "C", "C", "H", "H", "H", "H", "H", "C", "C", "C", "N", "C", "C", "H", "H", "H", "H", "H", "C", "C", "C", "N", "C", "C", "H", "H", "H", "H", "H"],
  "xyz": [[0.3277, -5.9018, 0.7345], [0.0947, -5.0182, 1.1939], [0.9374, -4.1347, 0.8895], [0.8098, -2.7545, 1.4929], [0.5517, -1.6526, 0.4612], [1.7770, -0.2844, 0.5770], [1.8195, 0.1486, 1.9361], [1.5161, 0.6366, -0.4867], [3.4672, -1.0784, 0.2345], [3.2998, -2.3713, -0.0600], [4.1439, -0.9842, 1.3649], [4.3167, -0.4121, -0.8842], [4.2517, 0.9079, -0.7544], [5.5793, -0.7907, -0.6617], [3.9726, -0.8159, -2.3470], [4.5049, -2.0117, -2.6256], [4.4884, 0.0970, -3.1742], [2.6500, -0.8773, -2.5304], [0.6913, -2.1376, -0.8823], [-0.1984, -1.4886, -1.7008], [-0.2785, -1.6717, -2.8634], [-0.9528, -0.6363, -0.9653], [-0.9098, -1.1073, 0.3959], [-1.9234, -2.2577, 0.5543], [-3.2931, -1.9474, -0.0863], [-3.6719, -3.0225, -1.0974], [-5.4069, -2.9513, -1.5029], [-1.3988, 0.2658, 1.5535], [-1.1521, -0.1396, 3.4253], [1.7808, -4.3204, 0.2203], [-0.0089, -2.7700, 2.2107], [1.7155, -2.5223, 2.0618], [-1.4939, -3.1559, 0.0981], [-2.0404, -2.4705, 1.6188], [-4.0662, -1.9169, 0.6854], [-3.2975, -0.9753, -0.5826], [-3.1233, -2.9021, -2.0330], [-3.4786, -4.0188, -0.6989], [-0.7803, 1.3964, 1.0003], [-2.7389, 0.3985, 1.1699], [3.3468, -9.2925, 1.5485], [2.0363, -9.4531, 1.9680], [1.0292, -8.8314, 1.2450], [1.2540, -8.0841, 0.1656], [2.5186, -7.9395, -0.2280], [3.5951, -8.5203, 0.4249], [4.1602, -9.7618, 2.0867], [1.7939, -10.0469, 2.8384], [-0.0078, -8.9364, 1.5435], [2.6752, -7.3307, -1.1121], [4.6010, -8.3693, 0.0579], [3.5530, 4.7960, 4.3207], [2.2976, 5.3486, 4.5165], [1.2068, 4.7358, 3.9168], [1.2966, 3.6437, 3.1614], [2.5090, 3.1189, 2.9854], [3.6621, 3.6574, 3.5383], [4.4293, 5.2445, 4.7713], [2.1582, 6.2347, 5.1226], [0.2099, 5.1428, 4.0498], [2.5449, 2.2313, 2.3685], [4.6208, 3.1884, 3.3605], [-6.0109, -1.2385, -7.1350], [-5.5344, -1.4862, -5.8583], [-6.1588, -2.4622, -5.0939], [-7.1980, -3.1765, -5.5230], [-7.6463, -2.9275, -6.7508], [-7.0913, -1.9754, -7.5933], [-5.5495, -0.4855, -7.7611], [-4.6943, -0.9355, -5.4565], [-5.8109, -2.6794, -4.0903], [-8.4937, -3.5210, -7.0771], [-7.4990, -1.8188, -8.5829], [1.5004, 3.8737, -3.4817], [0.9919, 2.9269, -2.6065], [-0.1773, 2.2678, -2.9580], [-0.8434, 2.4959, -4.0882], [-0.3421, 3.4077, -4.9179], [0.8214, 4.1195, -4.6642], [2.4112, 4.4097, -3.2460], [1.4872, 2.7013, -1.6731], [-0.5989, 1.5154, -2.3002], [-0.9005, 3.5768, -5.8324], [1.1812, 4.8479, -5.3783], [-0.8965, 10.0274, 4.8919], [0.4767, 10.1862, 4.7981], [1.2874, 9.4330, 5.6343], [0.8192, 8.5639, 6.5274], [-0.5020, 8.4220, 6.6077], [-1.3982, 9.1257, 5.8166], [-1.5632, 10.5954, 4.2560], [0.9152, 10.8777, 4.0916], [2.3667, 9.5303, 5.5856], [-0.8598, 7.7085, 7.3419], [-2.4623, 8.9667, 5.9256]],
  "smiles": "[H]/N=C/C[C@@]1(S(=O)(=O)C(F)(F)C(F)(F)C(F)(F)F)OC(=O)O[C@]1(CCCCl)[PH2]=S.c1ccncc1.c1ccncc1.c1ccncc1.c1ccncc1.c1ccncc1",
  "energy_ev": -119612.443,
  "fmax_ev_per_a": 0.79,
  "homo_lumo_gap_ev": 9.614,
  "relative_energy_ev": 0.000,
  "lumo_energy_ev": 0.399
}

[3]
{
  "formula": "C36H37CrNP2Se",
  "method": "ωB97M-V/def2-TZVPD",
  "species": ["Cr", "C", "C", "C", "C", "C", "C", "C", "C", "C", "H", "H", "H", "H", "H", "H", "H", "H", "H", "H", "H", "H", "H", "H", "H", "P", "P", "C", "C", "C", "C", "C", "C", "C", "C", "C", "C", "C", "C", "C", "C", "C", "C", "C", "C", "C", "C", "C", "C", "C", "C", "C", "C", "H", "H", "H", "H", "H", "H", "H", "H", "H", "H", "H", "H", "H", "H", "H", "H", "H", "H", "H", "H", "H", "H", "Se", "C", "N"],
  "xyz": [[1.1508, -0.8461, -0.0125], [-2.0086, 0.0388, 5.6450], [-2.6244, -0.0349, 4.4656], [-3.2562, 1.0480, 3.6540], [-2.2651, 1.7166, 2.6689], [-1.0550, 2.3539, 3.2998], [-0.9718, 2.7505, 4.5844], [-1.8856, 2.5938, 5.7671], [-1.7791, 1.2477, 6.4886], [2.5661, -1.9864, 0.9412], [-1.6867, -0.8884, 6.1238], [-2.7059, -1.0242, 4.0155], [-3.7546, 1.8208, 4.2500], [-4.0362, 0.5610, 3.0500], [-2.0185, 0.9752, 1.8863], [-2.7978, 2.5405, 2.1649], [-0.3340, 2.7642, 2.5832], [-0.1597, 3.4320, 4.8262], [-2.9253, 2.8796, 5.5648], [-1.5422, 3.3597, 6.4895], [-0.7867, 1.2069, 6.9520], [-2.5077, 1.2361, 7.3106], [1.9384, -2.3912, 1.7633], [3.3099, -1.2939, 1.3824], [3.0737, -2.8221, 0.4467], [0.0477, -1.8177, -1.8581], [1.5698, 0.5857, -1.6184], [-0.8321, -0.2988, -2.3503], [-0.1174, 0.8540, -2.2470], [-0.3595, -2.9398, -3.2668], [-1.3892, -2.6746, -4.1898], [-1.7953, -3.6490, -5.1041], [-1.1621, -4.8922, -5.1530], [-0.0774, -5.1268, -4.3003], [0.3253, -4.1668, -3.3714], [-1.1327, -2.2681, -0.5471], [-0.9857, -1.4475, 0.6007], [-1.6226, -1.8568, 1.7839], [-2.5547, -2.8957, 1.7127], [-2.7730, -3.6085, 0.5302], [-2.0186, -3.3243, -0.6052], [2.4271, 0.7384, -3.2533], [2.1830, -0.1641, -4.3085], [2.5664, 0.1693, -5.6093], [3.2283, 1.3760, -5.8685], [3.4860, 2.2601, -4.8197], [3.0844, 1.9443, -3.5244], [1.9376, 2.1200, -0.7121], [3.2042, 2.2471, -0.1115], [3.5336, 3.4334, 0.5359], [2.5995, 4.4747, 0.6135], [1.3315, 4.3256, 0.0352], [0.9935, 3.1408, -0.6127], [-1.8782, -0.3943, -2.6390], [-0.4106, 1.8261, -2.6404], [-1.8931, -1.7108, -4.1936], [-2.6264, -3.4398, -5.7809], [-1.5023, -5.6606, -5.8495], [0.4435, -6.0815, -4.3556], [1.1647, -4.3668, -2.7062], [-0.5864, -0.3805, 0.4379], [-1.3444, -1.4000, 2.7394], [-3.1170, -3.1637, 2.6002], [-3.5062, -4.4017, 0.4776], [-2.1070, -3.8897, -1.5268], [1.6634, -1.1070, -4.1254], [2.3387, -0.5036, -6.4326], [3.5332, 1.6329, -6.8834], [3.9829, 3.2091, -4.9991], [3.2481, 2.6587, -2.7153], [3.9171, 1.4207, -0.1609], [4.5258, 3.5533, 0.9767], [2.8534, 5.4064, 1.1160], [0.5981, 5.1306, 0.0761], [-0.0034, 3.0157, -1.0341], [1.5843, 0.3226, 4.5084], [1.3492, 0.2923, 2.7972], [1.1371, 0.2550, 1.6214]],
  "s_squared": 6.0444,
  "energy_ev": -151762.439,
  "spin_multiplicity": 5,
  "fmax_ev_per_a": 3.43,
  "homo_lumo_gap_ev": [6.237, 6.791],
  "relative_energy_ev": 0.529,
  "lumo_energy_ev": [-0.034, -0.257]
}